Density functional theory data (ωB97M-V/def2-TZVPD) for a 4-piece molecular cluster, C39H52F13IO12S4 overall in a non-equilibrium geometry.

Properties
- SMILES string: CCCCCCCCc1cccc2c1C(=O)c1c(CCC(F)(F)C(F)(F)C(F)(F)C(F)(F)S(F)(F)(F)(F)F)cc(CC(=O)I)cc1C2=O.CCOS(C)(=O)=O.CCOS(C)(=O)=O.CCOS(C)(=O)=O
- Maximum force: 2.19 eV Å⁻¹
- Kohn-Sham gap: 0.32831 Ha

The geometry in ORCA input format:
```
! wB97M-V def2-TZVPD RIJCOSX def2/J DEFGRID3
* xyz 0 1
I -0.041 2.290 -6.763
S -9.731 -3.367 -1.310
S 3.931 -4.207 -5.433
S 5.633 4.817 5.506
S -2.225 -4.148 1.998
F -3.062 -2.367 -1.189
F -4.492 -3.402 0.876
F -3.946 -0.558 -1.941
F -1.390 -3.419 0.871
F -3.744 0.604 0.596
F -2.084 -1.030 1.826
F -1.024 -5.170 2.179
F -2.820 -5.112 0.872
F -1.613 -3.292 3.175
F -4.035 -0.775 2.654
F -4.406 -3.083 2.945
F -3.042 -5.005 3.068
F -5.220 -0.887 0.244
O 2.651 2.114 -5.569
O 6.678 5.323 6.594
O 4.672 3.966 6.140
O -10.689 -4.290 -0.785
O -8.934 -3.700 -2.449
O 5.068 -3.362 -5.237
O 5.314 0.101 -1.625
O 3.820 -5.217 -4.206
O -8.775 -2.889 -0.128
O 2.639 -3.649 -5.699
O 6.343 4.392 4.338
O 1.720 -1.417 1.074
C 3.526 2.275 2.528
C 0.673 -0.741 -1.774
C 4.604 2.640 1.764
C -0.541 -1.274 -1.022
C 2.443 -4.059 -2.549
C 0.087 2.785 1.845
C 4.298 -5.406 -6.669
C -8.103 -3.898 0.649
C 1.597 -0.060 -5.406
C 1.658 -0.195 -3.890
C 2.858 0.101 -3.261
C -3.681 -2.937 1.825
C 2.931 0.001 -1.905
C 3.793 -4.658 -2.878
C 2.652 1.274 2.136
C 1.693 1.426 -5.781
C 1.855 -0.424 -1.127
C 0.590 -0.617 -3.147
C 4.844 2.034 0.552
C -10.512 -1.815 -1.598
C -2.047 4.115 1.093
C 2.919 0.646 0.932
C 2.093 -0.504 0.364
C -3.359 -1.413 1.670
C -3.128 -1.037 -0.945
C 1.472 0.928 3.008
C -1.773 -0.349 -1.144
C -6.922 -4.496 -0.089
C 3.996 1.039 0.146
C 4.891 6.379 5.174
C -3.040 3.883 -1.272
C -2.161 3.740 -2.549
C -3.898 -0.725 0.360
C 0.139 1.322 2.337
C 4.213 0.351 -1.178
C 8.471 3.646 6.616
C 7.363 4.334 7.389
C -2.333 4.835 -0.254
C -1.100 2.914 0.826
H 1.644 -4.776 -2.740
H 6.649 3.611 7.786
H -6.264 -3.713 -0.454
H 4.008 -5.479 -2.195
H -1.354 5.080 -0.685
H 3.745 0.407 -3.807
H -0.701 -2.292 -1.393
H 5.665 7.078 4.869
H -8.811 -4.669 0.958
H -1.615 4.796 1.832
H 4.337 -4.889 -7.626
H -7.754 -3.400 1.554
H -3.217 2.896 -0.836
H -3.971 4.362 -1.589
H -11.085 -1.540 -0.717
H -3.015 3.745 1.455
H -11.172 -1.934 -2.455
H 8.069 3.033 5.810
H 4.384 6.725 6.071
H 1.439 -0.152 3.184
H -0.151 3.482 2.655
H 5.257 3.418 2.149
H -7.249 -5.074 -0.954
H 9.137 4.381 6.163
H -9.748 -1.072 -1.814
H -0.318 -0.871 -3.692
H 4.593 -3.924 -2.760
H 0.986 3.072 1.290
H -6.360 -5.160 0.568
H -2.215 4.663 -3.134
H -1.771 0.054 -2.163
H -1.120 3.566 -2.261
H -0.059 0.687 1.464
H 0.700 -0.543 -5.791
H -2.539 2.896 -3.138
H 2.511 -0.524 -5.794
H -0.302 -1.369 0.038
H -0.742 2.902 -0.209
H 2.406 -3.754 -1.502
H -1.602 0.510 -0.495
H 9.050 3.001 7.277
H 3.366 2.787 3.474
H -2.898 5.755 -0.074
H 5.261 -5.859 -6.445
H 5.696 2.366 -0.031
H 1.531 1.428 3.980
H -0.677 1.191 3.059
H 2.245 -3.180 -3.164
H 3.508 -6.153 -6.679
H -1.693 2.003 0.960
H 4.175 6.236 4.367
H 7.786 4.870 8.237
*
```

Atom charges from the Mulliken analysis, given in e for atoms 1 to 99: -0.04 1.22 1.34 1.28 1.36 -0.27 -0.27 -0.40 -0.25 -0.27 0.02 -0.33 -0.32 -0.32 -0.35 -0.30 -0.34 -0.33 -0.45 -0.27 -0.67 -0.64 -0.62 -0.67 -0.58 -0.29 -0.23 -0.57 -0.60 -0.63 -0.71 -0.10 -0.64 -0.63 -0.37 -0.57 -1.08 -0.48 -1.09 1.06 -0.88 0.37 0.87 -0.60 -0.16 0.12 0.23 -1.06 -1.10 -0.93 -1.09 0.55 0.10 0.63 0.97 -1.62 0.40 -0.90 0.96 -0.96 0.25 -1.26 0.21 0.85 -0.34 -0.98 -0.34 -0.97 1.33 0.33 0.33 0.17 0.30 0.40 0.56 0.67 0.32 0.36 0.43 0.38 0.30 -0.24 0.44 0.31 0.30 0.37 0.28 0.33 0.41 0.33 0.42 0.47 0.26 0.30 0.65 0.34 0.14 0.34 0.39

---

Density functional theory data (ωB97M-V/def2-TZVPD) for C49H51BaN18O3 as an isolated structure in a non-equilibrium geometry.

Properties
- Maximum force: 1.69 eV Å⁻¹
- Kohn-Sham gap: 0.29891 Ha

The geometry in ORCA input format:
```
! wB97M-V def2-TZVPD RIJCOSX def2/J DEFGRID3
* xyz 1 1
Ba 0.148 0.209 0.204
O -3.082 2.181 -2.143
O 0.797 3.797 -6.485
O -1.772 1.032 -0.721
N 1.775 1.854 1.675
N -2.714 -1.438 1.102
N 1.483 0.021 -2.538
N 2.476 -0.908 -4.327
N 0.942 2.893 -1.113
N 0.327 5.456 -7.856
N 0.705 -3.174 -0.434
N -2.508 0.019 -2.604
N -6.766 -2.871 3.986
N -5.886 -4.781 3.230
N 0.904 5.139 -1.185
N 2.782 -0.669 1.055
N 2.063 4.671 -1.689
N 0.266 -1.501 2.619
N -0.162 4.263 -8.412
N -2.048 -1.183 -1.988
N 1.150 -0.763 -4.542
N -0.716 1.395 2.717
C -3.781 -3.465 1.820
C 2.629 -0.418 -3.119
C 3.036 5.550 -2.309
C -9.196 -5.097 5.673
C 0.575 -0.185 -3.480
C 0.528 -1.315 -5.736
C 0.155 3.334 -7.586
C 2.064 3.332 -1.644
C 3.945 2.742 1.911
C 1.632 -1.985 2.848
C -7.533 -6.302 4.376
C 0.257 4.042 -0.872
C -2.480 1.191 -1.778
C 1.438 5.984 -5.700
C -0.120 1.901 -7.668
C 3.082 1.765 1.439
C 0.241 -5.535 -0.466
C 1.943 8.164 -4.841
C 2.764 -1.021 2.474
C 3.410 3.823 2.600
C -0.425 -0.860 3.744
C 1.425 7.371 -5.847
C 0.949 -3.256 -1.742
C 2.462 7.584 -3.687
C 0.367 -4.314 0.174
C 2.049 3.884 2.847
C 0.044 -0.310 -6.753
C 3.570 0.515 0.705
C -0.253 2.782 2.640
C -0.846 1.417 -8.748
C -2.802 -2.770 1.136
C 1.981 5.409 -4.563
C 1.246 2.856 2.364
C -8.664 -3.869 5.342
C 2.490 6.206 -3.548
C 0.330 1.041 -6.669
C -1.132 0.064 -8.826
C -5.796 -3.482 3.236
C -3.657 -0.760 1.748
C 0.491 -5.597 -1.828
C -7.547 -3.883 4.512
C -8.639 -6.298 5.198
C 0.859 -4.430 -2.476
C -4.689 -1.358 2.457
C -6.981 -5.068 4.031
C 0.843 5.135 -6.727
C -0.692 -0.793 -7.831
C -4.755 -2.746 2.510
C -0.194 0.647 3.862
H 2.841 8.215 -2.893
H -0.131 -1.334 4.691
H -3.607 0.322 1.678
H -5.419 -0.718 2.934
H -0.296 -1.954 -5.411
H -0.635 1.005 4.802
H -10.066 -5.140 6.315
H 1.615 4.694 3.417
H 0.998 7.811 -6.737
H -0.484 0.036 -3.435
H 0.897 1.432 -5.836
H -0.307 -2.260 2.280
H 1.980 4.331 -4.457
H -1.728 1.373 2.713
H 0.183 -4.256 1.243
H -9.100 -2.950 5.710
H -0.803 3.284 1.841
H 3.593 -0.399 -2.638
H -0.921 -1.851 -7.891
H 1.930 9.240 -4.945
H 3.367 6.289 -1.579
H -3.390 -0.052 -3.098
H -9.095 -7.235 5.486
H -3.799 -4.545 1.815
H 1.232 -2.340 -2.233
H -0.745 4.052 -0.477
H 0.408 -6.530 -2.367
H -1.495 -1.044 3.622
H 1.288 -1.961 -6.177
H -7.105 -7.223 4.007
H -0.457 3.347 3.561
H -2.046 -3.314 0.579
H 1.777 -2.252 3.905
H 4.061 4.600 2.976
H 0.877 0.844 3.930
H 5.011 2.653 1.750
H 1.761 -2.907 2.277
H 3.722 -1.462 2.779
H 3.895 4.920 -2.551
H 1.087 -4.414 -3.533
H 3.052 -1.464 0.489
H -0.041 -6.414 0.097
H -6.888 -1.887 4.138
H 4.643 0.401 0.914
H -1.701 -0.321 -9.660
H -2.724 -1.504 -1.301
H 3.471 0.684 -0.372
H -1.186 2.102 -9.511
H 2.651 -0.099 3.043
H -1.967 -1.872 -2.728
H 2.890 2.741 -2.005
*
```

Atom charges from the Mulliken analysis, given in e for atoms 1 to 99: 0.31 -0.73 -0.23 -0.43 1.46 0.50 0.96 -1.05 0.92 -0.52 0.42 -0.36 0.02 -0.62 -1.06 0.01 0.93 0.71 -0.47 -0.19 1.47 0.31 -0.71 -1.01 -1.06 -0.40 -1.62 -1.25 0.60 -0.62 -1.19 -1.21 -0.77 -0.85 0.24 -0.10 -0.12 0.23 -0.91 -0.68 -0.42 -0.88 -1.11 -1.05 0.17 -0.79 -0.25 -1.11 0.92 -0.53 -1.03 -1.00 -0.48 -0.07 0.34 -1.06 0.87 -0.13 -0.65 -0.15 -0.86 -0.60 0.71 -0.48 -0.82 -0.98 0.58 0.75 -0.98 0.94 -0.38 0.39 0.39 0.58 0.31 0.43 0.41 0.39 0.55 0.53 0.84 0.83 0.01 0.64 0.06 0.40 0.38 0.27 0.50 0.47 0.40 0.46 0.21 0.38 0.58 0.47 0.67 0.42 0.27

---

Density functional theory data (ωB97M-V/def2-TZVPD) for an isolated ion of composition C5H8N4 and charge +2 in a non-equilibrium geometry.

Properties
- SMILES string: C=C=[NH+]/C=[NH+]\C=N\N=C
- Maximum force: 5.80 eV Å⁻¹
- Kohn-Sham gap (spin up / spin down): 0.24943 / 0.26652 Ha

The geometry in ORCA input format:
```
! wB97M-V def2-TZVPD RIJCOSX def2/J DEFGRID3
* xyz 2 1
N 0.694 1.872 0.179
N 1.763 -1.120 -1.162
N 1.133 -0.264 -0.590
N -0.642 0.249 1.236
C -1.870 -0.214 1.242
C -0.274 1.555 1.017
C 1.876 -2.052 -1.953
C -3.046 -0.671 1.395
C 1.353 1.030 -0.576
H 1.211 -1.892 -2.903
H 1.083 2.920 0.175
H -0.918 2.301 1.386
H -3.534 -1.127 0.377
H 0.170 -0.443 1.136
H 2.500 -2.907 -1.979
H 2.163 1.490 -1.232
H -3.660 -0.726 2.250
*
```

Electronic structure analysis, natural (NBO) charges in units of e: -0.41 -0.02 -0.18 -0.53 0.48 0.25 0.00 -0.38 0.09 0.23 0.52 0.25 0.35 0.48 0.27 0.25 0.33

---

Density functional theory data (ωB97M-V/def2-TZVPD) for C50H54LuN11O4S2 as an isolated structure in a non-equilibrium geometry.

Properties
- Maximum force: 3.90 eV Å⁻¹
- Kohn-Sham gap (spin up / spin down): 0.15424 / 0.13179 Ha

The geometry in ORCA input format:
```
! wB97M-V def2-TZVPD RIJCOSX def2/J DEFGRID3
* xyz 0 1
Lu -1.172 0.071 -0.589
S 3.639 3.884 -0.840
S 4.404 -1.048 2.405
O 2.033 -3.736 -3.197
O -0.690 -2.001 -0.415
O -0.703 1.944 -1.960
O -0.198 0.693 0.976
N -1.491 -2.304 4.619
N 4.259 1.578 2.679
N -0.475 -0.723 -2.662
N -3.912 -0.451 -1.610
N 0.364 -0.938 4.272
N 5.038 0.732 0.591
N 2.181 2.680 -2.731
N -3.255 -0.158 0.624
N -1.591 -0.553 2.988
N 0.142 -1.936 -2.593
N -4.977 1.237 -0.324
C -3.480 0.150 4.381
C 1.241 -5.482 0.461
C -1.457 3.506 -0.368
C -4.237 0.095 -2.947
C -5.213 -0.380 2.206
C 0.674 0.492 4.417
C -5.682 0.068 3.414
C -0.060 4.938 0.996
C -2.769 -2.962 4.265
C 5.749 3.198 -2.482
C -0.905 -2.654 5.934
C -0.022 -2.547 -1.438
C 5.178 -0.580 0.028
C -3.786 -0.327 1.928
C -0.644 3.565 -3.693
C 5.612 -0.860 -1.280
C -0.926 -1.228 3.979
C -6.213 1.170 -1.171
C 4.742 -1.637 0.890
C 0.900 3.554 -0.772
C 6.245 2.467 -3.548
C -3.783 -1.919 -1.513
C -4.976 2.312 0.737
C 0.626 -3.865 -1.200
C 3.985 2.017 -4.391
C -0.632 2.200 -3.345
C 5.569 -3.247 -0.648
C 2.189 -6.014 -0.430
C 5.394 1.858 -4.467
C 1.032 4.475 0.271
C 4.515 0.608 1.805
C -0.454 1.174 -4.261
C 4.836 -2.984 0.526
C 1.527 -1.842 4.383
C 3.514 2.646 -3.205
C -2.946 -0.122 3.092
C 0.003 2.957 -5.946
C -4.832 0.384 4.499
C 0.416 -4.461 0.079
C 2.356 -5.485 -1.704
C -0.252 3.921 -4.945
C 5.918 -2.185 -1.506
C -0.495 -0.201 -3.901
C -0.077 1.594 -5.599
C 2.121 3.319 -1.585
C -4.016 0.218 -0.418
C -1.327 4.434 0.708
C 1.636 -4.369 -2.078
C -0.382 3.062 -1.080
C 4.388 3.213 -2.265
H -0.264 -0.914 -4.718
H -2.784 -4.034 4.509
H 4.516 1.468 3.695
H 1.385 -3.046 -3.369
H -0.471 -1.821 6.479
H -2.839 -3.042 3.126
H -3.654 -2.340 -2.516
H 6.417 -2.496 -2.436
H 1.324 -2.900 4.527
H -7.061 1.470 -0.527
H -1.757 -2.993 6.588
H -2.208 4.705 1.197
H 2.103 -1.735 3.465
H -6.746 0.212 3.529
H 3.151 -5.771 -2.363
H 2.152 -1.486 5.221
H -0.115 0.773 -6.310
H -6.103 1.853 -2.063
H -2.451 3.135 -0.595
H -0.172 4.941 -5.267
H -2.857 0.226 5.280
H -0.181 -3.484 5.906
H -4.437 1.189 -2.934
H -2.904 -2.159 -0.901
H -0.980 0.037 2.390
H 7.331 2.360 -3.645
H 5.675 -0.074 -2.020
H 0.299 3.339 -6.908
H 1.983 4.915 0.499
H 5.754 1.169 -5.277
H -4.665 -2.334 -0.990
H -0.202 1.104 4.396
H 6.421 3.747 -1.849
H 1.195 -5.912 1.390
H -0.755 4.338 -2.957
H -5.741 2.168 1.502
H -3.988 2.447 1.171
H 4.434 -3.784 1.160
H -5.130 -0.398 -3.355
H -5.811 -0.819 1.481
H 2.811 -6.847 -0.048
H 4.621 2.476 2.289
H 3.334 1.607 -5.135
H 0.180 5.508 1.902
H 1.292 0.854 3.612
H -6.383 0.144 -1.521
H 0.555 1.207 1.301
H -5.185 3.226 0.171
H 5.883 -4.292 -0.833
H -0.264 -4.066 0.795
H -3.580 -2.450 4.799
H -5.368 0.807 5.328
H 1.232 0.571 5.390
H -3.387 -0.012 -3.605
*
```

Atom charges from the Mulliken analysis, given in e for atoms 1 to 99: 1.45 -0.31 -0.30 -0.66 -0.43 0.86 -0.88 0.45 -0.43 0.78 0.93 0.67 -0.46 0.09 0.46 1.44 -1.00 0.67 0.03 -0.89 0.13 -1.37 -1.20 -1.10 -0.48 -1.00 -0.93 -0.66 -1.28 0.76 -0.64 -0.53 -1.17 -0.06 -0.34 -1.32 1.11 2.07 -0.61 -0.98 -1.26 0.04 -0.70 0.93 -0.60 -0.46 -0.44 -1.80 0.59 1.38 -0.58 -0.71 -0.80 0.28 -0.92 -1.32 -0.79 -0.56 -0.77 -0.47 -1.75 -1.31 0.27 -0.46 -0.98 0.33 -0.09 1.19 0.19 0.45 0.28 0.52 0.39 0.10 0.42 0.33 0.38 0.37 0.42 0.61 -0.10 0.44 0.47 0.28 0.44 0.34 0.46 0.46 0.24 0.32 0.32 0.18 -0.18 0.36 0.37 0.40 0.44 0.31 0.23